A cluster of 2 separate species, C3H8N4 in total at a distorted geometry, computed with the ωB97M-V functional and the def2-TZVPD basis.

Geometry as XYZ:
```
15
Properties=species:S:1:pos:R:3:nbo_charge:R:1
C 1.60452 -0.92650 0.70037 -0.490
N 1.33652 0.41224 0.34513 -0.121
N 0.39328 0.58727 -0.45997 -0.221
C 0.06769 1.97423 -0.69208 -0.458
H 0.93839 -1.12602 1.61140 0.275
H 2.67895 -1.03759 0.87364 0.214
H 1.24617 -1.66838 -0.02985 0.190
H -0.95923 2.15506 -0.37549 0.216
H 0.12912 2.16476 -1.76392 0.208
H 0.74547 2.64415 -0.15434 0.208
N -1.23080 -1.26330 1.80930 -0.423
C -1.52406 -0.97151 0.73145 0.439
N -1.90751 -0.85872 -0.53572 -0.879
H -1.18780 -0.39598 -1.10726 0.432
H -2.33070 -1.68972 -0.95265 0.408
```

Computed properties:
Energy relative to the best compared isomer or geometry (same formula, charge and spin) ... 257.8 kJ/mol
E_LUMO ... 0.83 eV
E_HOMO ... -9.403 eV
M ... 100.1 g mol⁻¹
E ... -9198.961 eV
SMILES string ... C/N=N/C.N#CN

=====

A structure of composition C13H7Cl3F3I2N3OPtS2 at a distorted geometry, computed with the ωB97M-V functional and the def2-TZVPD basis.

Geometry as XYZ:
```
35
Properties=species:S:1:pos:R:3:nbo_charge:R:1
Pt 0.16154 -0.21388 -0.87848 0.984
F -1.87846 5.74622 -1.13048 -0.294
C -2.40566 4.53542 -1.29868 0.980
F -2.18206 4.16512 -2.55808 -0.305
F -3.72446 4.63702 -1.13288 -0.296
C -1.83246 3.56192 -0.28188 -0.176
C -2.00076 3.86072 1.06772 -0.065
C -1.50366 2.99142 2.02632 -0.229
C -0.86236 1.82862 1.60682 0.084
N -0.71746 1.54472 0.32802 -0.479
C -1.17346 2.37542 -0.62268 0.041
S -0.84586 1.76222 -2.21388 0.273
H -2.52066 4.76492 1.35792 0.266
H -1.61316 3.20422 3.07932 0.264
H -0.46106 1.11872 2.31692 0.229
O 1.85794 -0.25438 0.68002 -0.537
N 2.01844 -1.28698 1.46172 0.012
C 3.21234 -1.46288 2.05262 0.035
C 3.42364 -2.49978 2.93262 -0.214
C 2.37724 -3.37528 3.22922 -0.106
C 1.16254 -3.19728 2.60312 -0.220
C 0.99324 -2.15528 1.68572 0.000
S -0.49036 -1.99398 0.82072 0.141
H 3.96554 -0.73478 1.78502 0.257
H 4.39514 -2.62208 3.38792 0.269
H 2.51164 -4.18438 3.92882 0.263
H 0.32764 -3.85418 2.78832 0.262
Cl -1.72486 -4.81968 -3.11598 0.122
C -1.66106 -3.28678 -4.03828 -0.231
Cl -0.57786 -3.43148 -5.45398 0.126
Cl -3.30146 -2.75068 -4.51738 0.130
C -1.11686 -2.28658 -3.17308 0.428
N -0.67356 -1.48698 -2.47828 -0.412
I 2.98234 -0.25548 -1.87458 0.229
I 3.87834 0.05602 -4.37028 0.172
```

Computed properties:
E_LUMO (spin up / spin down) ... -9.93 / -10.26 eV
Net charge ... +2
E_HOMO (spin up / spin down) ... -14.975 / -14.982 eV
M ... 897.6 g mol⁻¹
E ... -106930.613 eV

=====

A cluster of 2 separate species, C6H17NO in total at a distorted geometry, computed with the ωB97M-V functional and the def2-TZVPD basis.

Geometry as XYZ:
```
25
Properties=species:S:1:pos:R:3:nbo_charge:R:1
C -2.21694 1.65252 0.40825 -0.649
C -1.91766 0.60453 -0.70205 -0.245
N -1.69283 -0.83230 -0.63814 -0.593
C -0.31269 -1.14005 -0.06487 -0.216
C 0.74422 -0.59529 -0.95954 -0.271
C 1.98290 -1.46597 -0.82127 -0.586
C 1.07365 0.81498 -0.42339 -0.622
H -3.41527 1.73764 0.52885 0.200
H -2.05176 2.62178 -0.06384 0.228
H -1.89354 1.43489 1.39483 0.210
H -2.82474 0.66920 -1.32233 0.195
H -1.13669 0.99930 -1.39432 0.186
H -2.28001 -1.19068 0.10379 0.343
H -0.15057 -0.64489 0.92442 0.164
H -0.26298 -2.20886 0.20874 0.201
H 0.48091 -0.51189 -1.99120 0.217
H 1.81599 -2.35609 -1.44035 0.215
H 2.87099 -0.79422 -1.19725 0.200
H 2.22027 -1.78776 0.16000 0.206
H 0.46792 1.44590 0.21682 0.220
H 1.48228 1.47803 -1.19409 0.217
H 2.11225 0.68712 0.17885 0.177
O 1.69342 -0.51437 2.96400 -0.928
H 1.01052 0.16399 2.95212 0.464
H 2.20038 -0.26748 2.17199 0.467
```

Computed properties:
Energy relative to the best compared isomer or geometry (same formula, charge and spin) ... 213.8 kJ/mol
E_LUMO ... 0.76 eV
E_HOMO ... -9.211 eV
M ... 119.2 g mol⁻¹
E ... -10033.366 eV
SMILES string ... CCNCC(C)C.O

=====

The molecule C4H8O3 at a distorted geometry, computed with the ωB97M-V functional and the def2-TZVPD basis.

Geometry as XYZ:
```
15
Properties=species:S:1:pos:R:3:nbo_charge:R:1
C -2.20749 0.46440 -0.15951 -0.472
C -1.06994 -0.01925 -0.65681 0.298
C -0.59102 0.13233 -2.05337 -0.676
O -0.30234 -0.79117 0.19886 -0.266
O 1.07747 -0.73434 -0.05916 -0.024
O 1.68352 0.23963 0.72412 -0.258
C 1.96839 -0.21767 2.02528 -0.274
H -2.91696 0.98142 -0.77204 0.207
H -2.47393 0.28585 0.86765 0.210
H 0.25360 0.83846 -2.06728 0.233
H -0.21967 -0.81874 -2.44669 0.229
H -1.33720 0.53400 -2.69141 0.226
H 1.04723 -0.42770 2.56977 0.184
H 2.60995 -1.09540 2.03466 0.181
H 2.47839 0.62817 2.48592 0.202
```

Computed properties:
Energy relative to the best compared isomer or geometry (same formula, charge and spin) ... 660.3 kJ/mol
E_LUMO ... 1.07 eV
E_HOMO ... -9.180 eV
M ... 104.1 g mol⁻¹
E ... -10414.160 eV
SMILES string ... C=C(C)OOOC

=====

The molecule C18H16N2O3, computed with the ωB97M-V functional and the def2-TZVPD basis.

Geometry as XYZ:
```
39
Properties=species:S:1:pos:R:3:nbo_charge:R:1
C -1.20083 -1.59487 3.67875 -0.251
O 0.02228 -1.92884 3.07014 -0.494
C 0.55569 -1.06313 2.16088 0.272
C 1.76455 -1.45389 1.57959 -0.215
C 2.38302 -0.65537 0.64712 -0.236
C 1.81075 0.54975 0.24733 0.301
O 2.48737 1.29964 -0.65790 -0.664
C 0.59244 0.93974 0.80887 -0.082
C -0.07684 2.16764 0.38907 0.158
N -0.51560 3.09214 1.27066 -0.322
N -1.08596 4.14499 0.68279 -0.249
C -1.01674 3.91684 -0.60677 -0.002
C -0.39686 2.67344 -0.87456 -0.291
C -0.20090 2.06983 -2.19989 0.536
O -0.09934 2.74355 -3.20574 -0.530
C -0.10472 0.58533 -2.21077 -0.079
C 0.85215 -0.02060 -3.01737 -0.183
C 1.00924 -1.39342 -2.97955 -0.213
C 0.20405 -2.16261 -2.15935 -0.186
C -0.78759 -1.57631 -1.37938 -0.016
C -1.65567 -2.42203 -0.49862 -0.631
C -0.93245 -0.19916 -1.41287 -0.211
C -0.01549 0.13865 1.77815 -0.296
H -1.43187 -2.42154 4.34838 0.204
H -2.00372 -1.49340 2.94113 0.174
H -1.12254 -0.67128 4.26167 0.174
H 2.19828 -2.39365 1.88014 0.228
H 3.31968 -0.94547 0.20029 0.231
H 1.99009 2.09730 -0.88315 0.490
H -0.42617 3.06169 2.27472 0.415
H -1.41703 4.60867 -1.31906 0.225
H 1.47701 0.59559 -3.64554 0.228
H 1.76433 -1.86536 -3.59019 0.215
H 0.33602 -3.23454 -2.12701 0.209
H -2.51436 -1.85856 -0.14135 0.212
H -2.01047 -3.29992 -1.03488 0.220
H -1.08290 -2.76588 0.36280 0.224
H -1.70952 0.27131 -0.82663 0.214
H -0.95941 0.46374 2.18809 0.219
```

Computed properties:
Energy relative to the best compared isomer or geometry (same formula, charge and spin) ... 207.8 kJ/mol
E_LUMO ... 0.14 eV
E_HOMO ... -8.259 eV
M ... 308.3 g mol⁻¹
E ... -28048.080 eV
SMILES string ... COc1ccc(O)c(-c2[nH]ncc2C(=O)c2cccc(C)c2)c1

=====

A structure of composition C24H28CeFN5O8, computed with the ωB97M-V functional and the def2-TZVPD basis.

Geometry as XYZ:
```
67
Properties=species:S:1:pos:R:3:mulliken_charge:R:1
Ce 0.65187 1.06381 0.50377 0.153
O -1.54531 3.93314 -1.22453 -0.450
C -0.36084 3.85042 -0.70484 0.749
O 0.39534 2.89235 -0.90055 -0.377
C 0.03602 5.05558 0.13523 -0.571
O 1.03816 4.78597 1.07642 -0.318
C 0.63122 4.42739 2.40077 -0.680
C 0.36064 2.94698 2.29045 1.072
O 1.26568 2.06110 2.44927 -0.432
O -0.67019 2.55926 1.66114 -0.527
H -1.72565 3.18593 -1.81882 0.428
H 0.45783 5.77474 -0.57649 0.395
H -0.86309 5.50129 0.56627 0.378
H 1.47427 4.63847 3.05218 0.360
H -0.25668 4.97079 2.72596 0.419
C -3.07824 -5.43851 -1.62996 -1.326
C -3.03927 -5.04914 -0.16202 -0.309
C -4.33732 -5.28499 0.58903 -1.034
C -5.45038 -4.42580 0.01524 -1.071
C -5.02893 -2.98434 -0.04502 1.085
C -5.96259 -1.97748 -0.05315 -0.740
C -5.57969 -0.63265 -0.08392 0.003
F -6.54119 0.28515 -0.08743 -0.325
C -4.27308 -0.24649 -0.09492 -1.188
C -3.29268 -1.25131 -0.08552 0.480
C -1.90588 -0.91114 -0.10136 1.726
O -1.48065 0.32563 -0.08279 -0.681
C -0.98288 -1.96181 -0.03124 -0.554
C -1.38507 -3.27762 -0.01632 -0.331
N -2.67287 -3.59415 -0.05329 0.031
C -3.66128 -2.61606 -0.06852 -0.346
C 0.38111 -1.40979 0.11922 1.197
O 0.79067 -1.06889 1.27724 -0.559
O 0.90992 -0.76566 -0.83831 -0.555
H -3.35957 -6.48766 -1.71922 0.389
H -2.10343 -5.31348 -2.10084 0.391
H -3.80249 -4.84611 -2.18832 0.389
H -2.22759 -5.57006 0.34661 0.524
H -4.19113 -5.05929 1.64750 0.368
H -4.58600 -6.34379 0.52028 0.416
H -6.35180 -4.50805 0.62187 0.513
H -5.72569 -4.76627 -0.98601 0.373
H -7.02022 -2.20739 -0.02311 0.571
H -3.99590 0.79667 -0.09589 0.689
H -0.68563 -4.10145 0.02354 0.580
C 3.38747 1.28903 -1.52347 -0.855
N 4.80930 1.34652 -1.72021 0.116
C 5.31640 2.63483 -1.24222 -0.732
N 5.04023 2.80518 0.18643 0.189
C 3.62344 2.75983 0.40160 -0.739
N 3.02677 1.43577 -0.05532 1.018
C 3.77383 0.33496 0.68737 -0.731
N 5.19090 0.41575 0.47574 0.093
C 5.45888 0.27761 -0.96020 -0.752
C 5.68198 1.71941 0.92800 -0.640
H 2.99308 0.33147 -1.86899 0.342
H 2.89667 2.10461 -2.05970 0.343
H 4.84201 3.44313 -1.80081 0.338
H 6.39179 2.67865 -1.40840 0.333
H 3.11959 3.54726 -0.16134 0.169
H 3.39748 2.86804 1.46323 0.236
H 3.39553 -0.62247 0.32196 0.224
H 3.54149 0.44036 1.75244 0.379
H 5.09224 -0.69086 -1.30387 0.339
H 6.53400 0.32487 -1.12776 0.340
H 6.75891 1.76618 0.77204 0.358
H 5.47846 1.83461 1.99387 0.327
```

Computed properties:
Energy relative to the best compared isomer or geometry (same formula, charge and spin) ... 0.0 kJ/mol
E_LUMO ... -7.96 eV
Net charge ... +2
E_HOMO ... -13.924 eV
M ... 673.6 g mol⁻¹
E ... -64808.956 eV

=====

> Which value of E does entry 5 give?

-28048.080 eV